No. 1
The following is a DFT calculation (the ωB97M-V functional and the def2-TZVPD basis) of a structure of composition C32H41FGeN5O5W.

Geometry as XYZ:
```
86
Properties=species:S:1:pos:R:3:forces:R:3:mulliken_charge:R:1
W -0.378 -0.812 0.284 1.299 -0.939 -0.151 1.66
C 2.632 -6.067 -3.860 0.010 -0.013 0.007 -1.29
C 2.394 -4.702 -4.488 -0.023 0.013 0.001 -0.32
C 1.878 -4.744 -5.916 0.006 -0.002 0.008 -1.04
C 0.514 -5.413 -5.975 -0.001 -0.011 -0.008 -1.07
C -0.430 -4.779 -4.991 -0.033 0.010 0.019 0.80
C -1.790 -4.866 -5.158 0.017 -0.025 -0.036 -0.70
C -2.677 -4.255 -4.262 -0.027 0.028 0.037 -0.09
F -3.974 -4.384 -4.487 -0.001 0.000 -0.002 -0.30
C -2.249 -3.525 -3.193 -0.005 -0.039 -0.039 -0.86
C -0.864 -3.419 -2.991 0.055 0.012 0.012 0.21
C -0.332 -2.668 -1.917 0.032 -0.088 -0.091 1.90
O -1.140 -2.018 -1.078 -0.144 0.074 0.109 -1.08
C 1.037 -2.588 -1.736 0.188 -0.106 -0.068 -0.30
C 1.885 -3.240 -2.620 -0.023 -0.014 -0.042 -0.05
N 1.409 -3.939 -3.635 0.093 -0.021 -0.025 0.00
C 0.049 -4.053 -3.874 -0.066 0.026 0.021 -0.49
C 1.432 -1.796 -0.552 -0.129 0.465 -0.088 0.50
O 1.281 -2.220 0.638 -0.239 0.185 0.024 -0.72
O 1.771 -0.528 -0.688 -0.106 -0.210 -0.023 -0.64
H 3.339 -6.624 -4.473 -0.001 0.003 -0.001 0.39
H 1.712 -6.648 -3.788 -0.003 0.007 -0.002 0.39
H 3.058 -5.974 -2.860 -0.001 0.002 -0.002 0.40
H 3.308 -4.109 -4.454 0.004 -0.002 0.000 0.51
H 2.601 -5.285 -6.525 -0.001 -0.001 -0.001 0.42
H 1.819 -3.728 -6.313 -0.002 0.000 0.001 0.38
H 0.596 -6.481 -5.761 0.002 0.001 -0.001 0.39
H 0.093 -5.334 -6.976 0.001 0.003 0.001 0.53
H -2.206 -5.405 -6.001 0.009 0.000 0.000 0.59
H -2.949 -3.048 -2.524 0.003 0.003 0.003 0.65
H 2.962 -3.218 -2.517 -0.002 0.014 0.022 0.66
C -4.582 0.805 0.409 0.028 0.012 -0.003 -1.83
C -3.103 0.638 0.522 -0.050 -0.034 -0.152 0.95
N -2.486 -0.486 0.509 -0.182 -0.328 0.205 0.29
O -3.184 -1.661 0.495 -0.013 -0.022 0.049 -0.32
C -2.256 1.827 0.742 -0.199 0.238 -0.057 0.46
C -2.910 2.998 1.409 0.305 0.111 0.078 -1.54
N -1.029 1.939 0.398 -0.164 0.644 -0.096 -0.44
O -0.530 0.895 -0.385 -0.106 0.112 0.213 -0.44
H -5.098 -0.081 0.046 -0.007 0.021 -0.042 0.63
H -4.787 1.608 -0.299 -0.026 0.002 0.015 0.36
H -5.017 1.100 1.366 0.000 -0.024 0.014 0.40
H -4.119 -1.476 0.684 0.007 -0.017 0.003 0.30
H -3.624 3.450 0.717 -0.012 0.010 0.024 0.39
H -2.163 3.747 1.662 0.003 0.003 -0.024 0.38
H -3.447 2.705 2.310 -0.008 -0.022 -0.004 0.39
C 6.653 0.109 4.259 -0.001 0.004 0.006 -1.37
C 5.918 -0.520 3.083 0.021 -0.008 0.005 -0.53
C 4.733 0.331 2.635 -0.032 0.076 0.009 -0.53
C 4.006 -0.303 1.442 -0.030 -0.003 -0.022 -1.13
Ge 2.491 0.694 0.777 -0.160 -0.264 -0.164 1.20
C 2.561 2.302 -0.291 -0.006 0.000 0.105 -0.65
C 3.366 3.357 0.470 -0.015 0.036 0.006 -0.80
C 2.849 3.544 1.892 0.017 0.038 0.029 0.23
C 3.678 4.525 2.708 -0.007 -0.007 -0.009 -1.48
H 7.495 -0.507 4.570 -0.003 -0.008 -0.008 0.40
H 5.992 0.226 5.120 0.003 0.002 0.000 0.34
H 7.044 1.094 3.998 -0.002 -0.001 0.001 0.34
H 5.562 -1.519 3.353 -0.008 0.003 0.002 0.38
H 6.604 -0.651 2.241 -0.005 0.007 -0.002 0.37
H 5.089 1.331 2.368 -0.012 0.003 0.007 0.28
H 4.042 0.460 3.474 -0.001 -0.001 0.006 0.39
H 3.655 -1.308 1.683 0.017 0.009 0.009 0.44
H 4.681 -0.380 0.582 0.016 -0.029 0.019 0.57
H 1.140 0.453 1.607 -0.106 0.036 0.015 -0.13
H 1.541 2.632 -0.488 -0.015 -0.007 -0.008 0.41
H 3.016 2.006 -1.239 0.007 0.070 -0.020 0.53
H 3.308 4.309 -0.062 0.023 -0.024 -0.041 0.47
H 4.424 3.081 0.490 0.000 -0.001 0.022 0.28
H 2.852 2.568 2.419 0.024 -0.075 0.017 0.05
H 1.801 3.858 1.862 0.005 -0.001 -0.016 0.29
H 4.717 4.199 2.770 0.000 0.010 0.011 0.30
H 3.294 4.629 3.721 0.001 -0.007 0.001 0.41
H 3.666 5.513 2.246 -0.002 -0.006 -0.011 0.38
N -1.580 -3.455 7.172 0.005 0.006 -0.009 -0.29
C -1.390 -3.065 6.108 -0.009 -0.013 0.014 -0.43
C -1.159 -2.576 4.782 0.003 -0.020 -0.005 0.74
C -1.201 -1.205 4.521 0.011 -0.019 -0.016 -0.81
C -0.985 -0.776 3.235 -0.005 0.019 0.034 -0.20
N -0.702 -1.627 2.225 -0.221 0.023 0.123 -0.08
C -0.663 -2.953 2.481 -0.014 0.046 -0.044 -0.27
C -0.896 -3.460 3.737 -0.017 0.021 0.072 -0.71
H -1.404 -0.495 5.310 -0.001 0.007 -0.007 0.55
H -1.023 0.278 2.988 0.012 -0.002 -0.007 0.51
H -0.437 -3.606 1.652 0.012 0.000 -0.016 0.59
H -0.867 -4.527 3.908 0.004 -0.003 -0.019 0.55
```
Positions in Å, forces in eV/Å.

Summary:
- net charge = +3
- frontier orbital gap (spin up / spin down) (hartree) = 0.2560 / 0.2560
- HOMO energy (spin up / spin down) (eV) = -16.7 / -16.7

No. 2
The following is a DFT calculation (the ωB97M-V functional and the def2-TZVPD basis) of a structure of composition C32H41MoN11O2S.

Geometry as XYZ:
```
88
Properties=species:S:1:pos:R:3:forces:R:3:mulliken_charge:R:1
Mo 0.019 -0.055 0.469 -0.014 0.053 0.092 -1.94
N 5.491 0.508 -5.812 -0.002 0.001 -0.014 -0.46
C 4.987 0.355 -4.569 -0.001 -0.004 0.025 1.16
C 4.125 -0.721 -4.271 0.016 0.008 0.007 -0.94
C 3.613 -0.871 -3.008 -0.022 -0.031 0.013 -0.43
C 3.934 0.053 -2.009 0.046 -0.017 -0.086 -0.24
C 4.792 1.120 -2.286 -0.019 0.046 0.033 -0.32
C 5.312 1.269 -3.547 0.002 -0.020 -0.004 -0.90
S 3.303 -0.148 -0.427 -0.039 -0.020 0.045 1.33
O 3.013 -1.527 -0.157 0.040 0.025 0.000 -0.67
O 4.029 0.635 0.522 0.022 0.026 0.001 -0.68
N 1.727 0.532 -0.470 -0.173 0.012 0.038 0.22
C 1.544 1.897 -0.387 0.027 0.013 0.011 0.19
N 0.325 2.097 0.158 -0.105 0.080 0.080 0.23
C -0.018 3.357 0.462 0.047 -0.012 -0.033 -0.17
C 0.826 4.395 0.139 -0.012 -0.022 0.007 -0.89
C 2.030 4.073 -0.485 -0.013 0.048 0.010 -0.58
N 2.410 2.821 -0.735 -0.032 -0.054 -0.015 -0.39
H 5.333 -0.183 -6.523 0.000 -0.005 0.000 0.20
H 6.170 1.222 -6.008 0.005 0.003 0.000 0.21
H 3.891 -1.445 -5.041 0.000 0.005 -0.004 0.32
H 2.985 -1.721 -2.777 -0.004 0.015 0.009 0.41
H 5.050 1.817 -1.501 -0.007 0.008 0.013 0.48
H 5.990 2.085 -3.759 -0.006 0.003 0.000 0.32
H -0.958 3.510 0.969 -0.010 0.007 -0.017 0.74
H 0.562 5.417 0.360 0.008 -0.002 0.007 0.48
H 2.723 4.851 -0.779 0.006 -0.016 -0.006 0.46
C -1.802 -3.060 -1.685 0.011 -0.016 0.039 -1.42
C -1.560 -1.806 -2.526 0.042 -0.014 -0.066 0.58
C -0.204 -1.146 -2.376 0.072 0.076 0.177 -0.61
C -2.680 -0.803 -2.370 -0.037 0.030 -0.025 1.14
C -3.569 -0.682 -3.430 0.011 -0.008 -0.001 -0.88
C -4.671 0.148 -3.350 0.015 -0.009 -0.009 -1.42
C -4.868 0.890 -2.205 0.035 0.030 0.019 -1.21
C -3.997 0.831 -1.114 -0.027 0.009 -0.036 -0.04
C -4.353 1.788 0.026 -0.024 -0.008 -0.027 0.12
C -5.235 1.195 1.132 0.008 0.001 0.072 -1.53
C -3.179 2.581 0.584 0.014 0.014 0.012 -1.15
C -2.903 -0.051 -1.206 0.029 -0.017 0.086 -0.18
N -2.068 -0.253 -0.023 0.078 0.021 -0.043 1.43
C -2.722 -0.643 1.052 0.000 -0.070 0.032 -1.06
C -2.099 -0.595 2.304 -0.041 0.149 -0.074 0.06
C -2.501 -0.869 3.610 0.014 -0.057 -0.014 -1.16
C -1.428 -0.541 4.437 -0.002 -0.016 0.007 -0.91
C -0.387 -0.078 3.628 0.022 -0.037 -0.022 -0.33
N -0.797 -0.084 2.335 0.046 0.145 -0.026 1.29
C 1.011 0.316 4.017 0.019 0.025 0.040 1.88
C 1.747 -0.909 4.582 0.002 -0.028 -0.006 -1.71
C 1.752 0.835 2.794 -0.102 0.006 -0.189 -0.26
C 0.956 1.423 5.081 0.018 0.001 0.009 -1.74
H -1.016 -3.800 -1.842 0.005 -0.005 -0.018 0.41
H -2.750 -3.510 -1.979 0.003 -0.006 0.003 0.48
H -1.863 -2.840 -0.619 0.005 -0.008 -0.002 0.05
H -1.587 -2.127 -3.571 -0.020 -0.015 0.009 0.77
H -0.166 -0.549 -1.431 -0.062 -0.032 -0.234 0.88
H -0.030 -0.376 -3.127 -0.004 -0.030 -0.034 0.53
H 0.639 -1.829 -2.326 -0.033 -0.043 -0.030 0.14
H -3.396 -1.269 -4.323 -0.013 0.006 -0.004 0.47
H -5.363 0.223 -4.177 0.001 0.002 0.003 0.42
H -5.717 1.559 -2.147 -0.001 -0.005 -0.004 0.52
H -4.976 2.532 -0.473 -0.022 -0.016 0.009 0.78
H -4.656 0.672 1.895 -0.042 0.049 -0.007 0.28
H -5.980 0.509 0.728 -0.007 0.007 -0.013 0.37
H -5.767 1.997 1.645 0.001 0.008 -0.008 0.46
H -2.536 1.994 1.244 -0.011 -0.034 -0.017 -0.11
H -3.550 3.427 1.165 -0.002 -0.003 0.001 0.45
H -2.586 2.972 -0.244 0.020 0.020 0.003 0.56
H -3.751 -0.970 0.949 0.031 -0.019 0.003 1.02
H -3.465 -1.248 3.912 0.002 -0.003 -0.002 0.64
H -1.400 -0.614 5.513 -0.006 -0.001 -0.003 0.59
H 1.891 -1.678 3.821 -0.008 0.003 -0.005 0.30
H 1.201 -1.348 5.417 -0.002 0.006 0.002 0.42
H 2.733 -0.612 4.940 -0.003 0.005 0.003 0.49
H 1.559 0.167 1.912 0.235 -0.154 0.113 -0.76
H 2.836 0.772 2.882 0.009 0.042 0.037 0.61
H 1.473 1.852 2.523 -0.016 0.009 0.038 0.42
H 0.478 1.064 5.992 -0.002 -0.004 -0.004 0.42
H 0.399 2.290 4.720 -0.001 -0.002 0.002 0.38
H 1.966 1.743 5.338 -0.001 -0.004 -0.005 0.47
N 1.447 -5.205 -0.099 0.005 0.124 0.027 -0.68
N 0.965 -4.088 0.544 0.015 -0.122 -0.037 0.94
N 0.543 -4.125 1.796 0.055 0.004 0.021 -1.01
C 0.102 -2.898 1.963 -0.131 0.015 -0.009 -0.56
N 0.261 -2.173 0.838 0.170 -0.065 -0.050 1.15
N 0.811 -2.974 -0.067 -0.135 -0.059 0.030 -0.62
H 1.665 -5.896 0.613 -0.022 -0.007 -0.015 0.35
H 2.275 -4.943 -0.626 0.003 -0.021 0.019 0.27
H -0.339 -2.535 2.876 0.022 -0.020 0.011 0.72
```
Positions in Å, forces in eV/Å.

Summary:
- net charge = +2
- frontier orbital gap (spin up / spin down) (hartree) = 0.1890 / 0.2042
- ⟨S²⟩ = 2.03
- spin multiplicity = 3
- HOMO energy (spin up / spin down) (eV) = -12.7 / -12.8

No. 3
The following is a DFT calculation (the ωB97M-V functional and the def2-TZVPD basis) of a structure of composition C32H41N5SZn.

Geometry as XYZ:
```
80
Properties=species:S:1:pos:R:3:forces:R:3:mulliken_charge:R:1
Zn 0.711 0.272 0.347 -2.002 -1.961 0.133 -1.10
N 1.030 -2.631 2.730 -0.474 -0.188 0.297 -0.34
N 0.951 -1.903 -0.904 -0.285 1.174 0.063 0.04
C 1.394 2.159 -0.176 1.268 1.045 0.906 0.38
C 2.516 1.297 0.154 0.448 1.562 0.676 0.24
C 2.358 0.868 1.519 0.564 1.345 0.213 1.29
C 3.304 0.005 2.304 0.036 -0.053 0.083 -1.27
H 4.065 -0.455 1.651 -0.262 0.155 0.221 0.23
H 2.767 -0.807 2.824 0.244 0.267 -0.183 0.39
H 3.839 0.616 3.056 -0.153 -0.242 -0.230 0.27
C 1.140 1.423 2.034 0.808 1.108 0.026 -0.67
C 0.619 1.242 3.431 -0.056 0.236 0.004 -1.31
H 1.061 1.986 4.122 -0.135 -0.293 -0.185 0.29
H 0.863 0.236 3.809 0.052 0.367 -0.042 0.33
H -0.477 1.358 3.468 0.454 -0.010 -0.014 0.15
C 0.555 2.244 0.984 0.577 0.577 0.382 0.91
C -0.677 3.094 1.122 -0.068 0.069 0.068 -1.31
H -1.424 2.622 1.781 0.233 0.129 -0.252 0.28
H -1.154 3.268 0.144 0.122 -0.050 0.345 0.31
H -0.420 4.081 1.553 -0.126 -0.302 -0.165 0.26
C 3.676 0.978 -0.747 0.008 -0.039 -0.039 -0.49
H 4.533 1.651 -0.554 -0.298 -0.275 -0.123 0.30
H 3.395 1.094 -1.806 0.158 -0.054 0.326 -0.11
H 4.029 -0.058 -0.604 -0.088 0.290 -0.104 0.24
C 1.215 2.925 -1.455 -0.013 0.020 -0.065 -1.03
H 0.150 3.107 -1.671 0.309 -0.037 0.026 0.22
H 1.636 2.384 -2.317 -0.122 0.204 0.243 0.04
H 1.719 3.910 -1.397 -0.202 -0.387 -0.081 0.34
C 0.354 -3.301 3.672 -0.392 -0.339 -0.304 -0.45
H 0.814 -3.320 4.671 -0.172 0.008 -0.361 0.26
C -0.863 -3.959 3.445 0.432 0.026 0.106 -0.41
H -1.368 -4.496 4.254 0.217 0.201 -0.303 0.67
C -1.403 -3.903 2.151 0.406 0.252 -0.346 -0.38
H -2.352 -4.398 1.920 0.328 0.230 0.090 0.23
C -0.718 -3.200 1.158 -0.362 -0.532 0.479 -0.41
H -1.124 -3.121 0.145 0.173 -0.038 0.429 0.30
C 0.506 -2.565 1.481 0.795 0.141 -0.774 -0.31
C 1.265 -1.742 0.520 0.341 -3.165 1.229 0.36
H 2.348 -1.815 0.691 -0.380 -0.022 -0.064 0.89
C 0.668 -0.656 -1.346 -0.746 -1.775 -3.538 -1.34
C 0.962 -2.845 -1.928 -0.107 0.633 -0.259 -0.79
H 1.156 -3.905 -1.773 -0.060 0.483 -0.048 0.72
C 0.673 -2.140 -3.068 -0.052 0.223 0.442 -0.72
H 0.556 -2.463 -4.101 0.116 0.110 0.414 0.28
N 0.501 -0.790 -2.701 0.207 -0.949 0.242 1.74
C 0.265 0.288 -3.620 -0.128 0.382 -0.411 -2.74
C 1.283 0.639 -4.533 -0.369 0.320 0.262 3.36
C 1.051 1.725 -5.394 -0.280 -0.077 -0.009 -3.35
H 1.840 2.017 -6.097 -0.308 -0.123 0.314 -0.36
C -0.150 2.452 -5.366 0.137 -0.436 0.414 3.70
C -0.387 3.604 -6.316 -0.033 0.104 -0.176 -1.75
H -0.933 4.426 -5.823 0.195 -0.294 -0.149 0.28
H -0.994 3.279 -7.183 0.238 0.114 0.336 0.34
H 0.563 4.004 -6.708 -0.355 -0.171 0.168 0.48
C -1.138 2.068 -4.442 0.240 -0.184 -0.047 -1.94
H -2.082 2.625 -4.402 0.336 -0.187 -0.012 -0.09
C -0.957 0.991 -3.559 0.464 0.116 -0.360 2.06
C -2.024 0.632 -2.555 -0.034 -0.063 0.124 -1.25
H -2.107 -0.459 -2.419 0.011 0.405 -0.032 0.29
H -3.004 1.030 -2.867 0.369 -0.130 0.125 0.46
H -1.777 1.051 -1.564 -0.157 -0.147 -0.327 -0.07
C 2.598 -0.106 -4.576 0.106 -0.045 -0.106 -1.98
H 2.518 -1.038 -5.165 0.008 0.278 0.197 0.77
H 2.932 -0.393 -3.565 -0.065 0.094 -0.361 0.18
H 3.380 0.516 -5.043 -0.313 -0.219 0.210 0.52
S -1.649 -0.272 0.962 -1.406 0.084 -0.004 -1.66
C -2.368 -0.698 2.412 -1.574 -0.837 1.747 1.24
N -1.646 -0.840 3.619 -1.924 0.326 -2.009 0.71
C -2.341 -0.863 4.888 -0.029 0.079 0.388 -1.53
C -3.457 -1.881 4.790 -0.312 -0.336 -0.167 -0.76
C -4.434 -1.474 3.668 -0.270 -0.188 0.396 -3.05
N -3.766 -0.985 2.457 2.951 0.163 0.705 1.54
H -0.653 -1.006 3.593 -0.149 0.191 -0.440 -0.44
H -2.777 0.137 5.098 0.269 -0.376 0.011 0.63
H -1.633 -1.117 5.708 -0.280 0.162 -0.605 0.51
H -4.000 -1.991 5.755 0.107 0.160 -0.564 1.42
H -2.999 -2.860 4.557 -0.273 0.445 0.082 -0.34
H -5.104 -0.669 4.032 0.143 -0.311 0.002 0.77
H -5.052 -2.369 3.439 0.224 0.588 -0.165 0.82
H -4.344 -0.812 1.622 0.726 -0.029 0.501 -0.26
```
Positions in Å, forces in eV/Å.

Summary:
- net charge = -2
- frontier orbital gap (spin up / spin down) (hartree) = 0.0815 / 0.0613
- HOMO energy (spin up / spin down) (eV) = 2.0 / 2.4

Calculated max |F| in order - 1.609 0.303 4.027 eV Å⁻¹
Calculated E in order - -4136.8622 -2462.6257 -3695.0814 Eh
Calculated energy relative to the best compared isomer or geometry (same formula, charge and spin) in order - 0.0 17.1 6.8 kcal per mole